[1]
{
  "formula": "C16H14BIN7O5Pt",
  "method": "ωB97M-V/def2-TZVPD",
  "lumo_ev": -4.3890,
  "homo_ev": -11.7,
  "total_charge": 1,
  "gap_ev": 7.32,
  "e_tot_ev": -49505.542,
  "symbols": ["Pt", "O", "C", "C", "C", "N", "C", "C", "C", "O", "O", "C", "O", "O", "H", "H", "H", "B", "N", "C", "C", "C", "N", "N", "C", "C", "C", "N", "H", "H", "H", "H", "H", "H", "H", "H", "I", "C", "C", "N", "N", "C", "H", "H", "H"],
  "xyz": [[0.13548, -0.16061, 0.11681], [-0.06474, 5.34414, 2.51802], [-0.09939, 4.14043, 1.95346], [-0.64919, 3.90166, 0.68505], [-0.63838, 2.61692, 0.20663], [-0.12446, 1.62265, 0.91954], [0.43705, 1.83141, 2.10744], [0.46529, 3.07882, 2.67171], [1.04249, 0.59178, 2.69441], [1.60892, 0.58121, 3.74671], [0.89325, -0.48931, 1.91289], [-1.16018, 2.18651, -1.13133], [-1.81162, 2.91306, -1.82948], [-0.85096, 0.92419, -1.41780], [-0.48129, 6.01382, 1.96182], [-1.07842, 4.68280, 0.06921], [0.91874, 3.22128, 3.64340], [3.03445, -1.97815, 0.16424], [3.02630, -0.44258, 0.03334], [4.08418, 0.32847, 0.25835], [3.76196, 1.65136, -0.02422], [2.44573, 1.61237, -0.41946], [2.00101, 0.33124, -0.39675], [1.66989, -2.63095, -0.15888], [1.48123, -3.94924, -0.18919], [0.17362, -4.22283, -0.56044], [-0.39963, -2.98388, -0.74834], [0.51554, -2.02111, -0.51995], [3.40985, -2.29036, 1.27932], [3.88266, -2.44735, -0.57300], [5.01341, -0.11327, 0.58225], [4.39999, 2.51522, 0.04548], [1.80556, 2.40908, -0.76060], [2.29721, -4.61474, 0.04305], [-0.29021, -5.18633, -0.68136], [-1.39220, -2.73611, -1.08563], [-4.47734, -3.69507, 1.87407], [-3.39973, -2.18808, 1.00364], [-3.69270, -1.51120, -0.16816], [-2.70847, -0.63887, -0.38772], [-1.78637, -0.69082, 0.59934], [-2.19714, -1.65117, 1.44083], [-4.53788, -1.59152, -0.83322], [-2.55373, 0.01975, -1.14828], [-1.62148, -1.88721, 2.32330]]
}



[2]
{
  "formula": "C49H38N4O2RuSe2",
  "method": "ωB97M-V/def2-TZVPD",
  "lumo_ev": [1.7592, 1.0395],
  "homo_ev": [-2.9, -4.1],
  "total_charge": -1,
  "spin_multiplicity": 6,
  "gap_ev": [4.69, 5.15],
  "e_tot_ev": -194761.695,
  "symbols": ["Ru", "C", "C", "C", "C", "C", "C", "C", "C", "C", "C", "C", "C", "C", "C", "C", "C", "C", "C", "C", "N", "C", "C", "C", "C", "C", "C", "C", "C", "C", "C", "C", "C", "N", "C", "C", "C", "C", "C", "N", "C", "C", "C", "C", "C", "C", "C", "C", "N", "H", "H", "H", "H", "H", "H", "H", "H", "H", "H", "H", "H", "H", "H", "H", "H", "H", "H", "H", "H", "H", "H", "H", "H", "H", "H", "H", "H", "O", "C", "C", "C", "O", "C", "Se", "C", "Se", "H", "H", "H", "H", "H", "H", "H", "H", "H", "H"],
  "xyz": [[0.47150, 0.02013, -0.70613], [-1.73638, -6.89611, 1.71889], [-0.67800, -6.90240, 0.82037], [-0.18445, -5.70512, 0.31374], [-0.74028, -4.48478, 0.69332], [-1.79927, -4.49095, 1.60331], [-2.29540, -5.68557, 2.11234], [-0.22969, -3.18290, 0.16290], [-0.66157, -2.75440, -1.09415], [-1.35843, -3.56933, -2.06192], [-1.36060, -2.88980, -3.23687], [-0.73696, -1.61687, -3.00333], [-0.56979, -0.61733, -3.92229], [-0.93198, -0.90454, -5.34466], [-2.22514, -0.70454, -5.81617], [-2.54548, -0.97919, -7.14113], [-1.57131, -1.44864, -8.01197], [-0.27475, -1.64528, -7.55087], [0.04142, -1.37383, -6.22502], [-0.10227, 0.68769, -3.62858], [0.14352, 1.15638, -2.34798], [0.34850, 2.49695, -2.42780], [0.63473, 3.32586, -1.25611], [0.02763, 4.63701, -1.08354], [-0.80199, 5.21818, -2.06708], [-1.38326, 6.46197, -1.88726], [-1.19059, 7.17666, -0.71038], [-0.43879, 6.59299, 0.30342], [0.14183, 5.34846, 0.13177], [1.56642, 2.80315, -0.30980], [2.57528, 3.51348, 0.40276], [3.28483, 2.59806, 1.14026], [2.70861, 1.32667, 0.90225], [1.68027, 1.47465, -0.01306], [2.99280, 0.15257, 1.62220], [2.27730, -1.02646, 1.52897], [2.46513, -2.20145, 2.32602], [1.50727, -3.09493, 1.97160], [0.74822, -2.51344, 0.90015], [1.21303, -1.25097, 0.65321], [4.11951, 0.21742, 2.59785], [3.90010, 0.12659, 3.97013], [4.96168, 0.18700, 4.86375], [6.26054, 0.34559, 4.39880], [6.48988, 0.44952, 3.03204], [5.42723, 0.38768, 2.14057], [0.27750, 2.89550, -3.77576], [-0.00526, 1.76012, -4.52534], [-0.34122, -1.56075, -1.66737], [-2.12090, -7.82925, 2.11351], [-0.23502, -7.84200, 0.51148], [0.64582, -5.70793, -0.38587], [-2.22031, -3.54054, 1.91704], [-3.11758, -5.66900, 2.81857], [-1.76352, -4.55097, -1.86402], [-1.76117, -3.21354, -4.18689], [-2.98225, -0.33209, -5.13479], [-3.55769, -0.82203, -7.49459], [-1.82038, -1.66029, -9.04525], [0.49171, -2.01145, -8.22416], [1.04994, -1.52595, -5.85711], [-1.01102, 4.67156, -2.97409], [-2.01215, 6.87273, -2.67024], [-1.65098, 8.14816, -0.57095], [-0.33104, 7.10047, 1.25611], [0.63041, 4.88318, 0.97406], [2.75320, 4.57592, 0.33820], [4.11220, 2.79419, 1.80757], [3.23108, -2.33180, 3.07452], [1.33284, -4.07430, 2.39276], [2.88303, 0.02893, 4.33430], [4.77213, 0.11862, 5.92830], [7.08802, 0.39238, 5.09675], [7.49913, 0.57870, 2.65831], [5.60175, 0.46727, 1.07324], [0.43096, 3.89832, -4.14396], [-0.14683, 1.69676, -5.59563], [-0.73768, -1.03835, 3.09584], [-1.79327, -0.56335, 3.90305], [-2.68294, 0.51374, 3.26280], [-4.02878, 0.40827, 3.99984], [-5.03508, 1.32060, 3.56223], [-2.12919, 1.92308, 3.50274], [-0.30143, 2.21246, 2.86222], [-2.90738, 0.23649, 1.76738], [-1.71757, 1.17735, 0.51580], [-0.19263, -0.26819, 2.85459], [-1.42432, -0.17764, 4.86465], [-2.41093, -1.44017, 4.12143], [-3.84508, 0.54355, 5.07309], [-4.44254, -0.59217, 3.85945], [-4.64135, 2.19648, 3.50345], [-2.12981, 2.14391, 4.57218], [-2.73945, 2.67261, 2.99079], [-3.89527, 0.58526, 1.48596], [-2.83858, -0.83065, 1.55929]]
}



[3]
{
  "formula": "C4H11NO",
  "method": "ωB97M-V/def2-TZVPD",
  "smiles": "NCCCCO",
  "lumo_ev": 0.9105,
  "homo_ev": -9.2,
  "gap_ev": 10.08,
  "e_tot_ev": -7863.483,
  "symbols": ["N", "C", "C", "C", "C", "O", "H", "H", "H", "H", "H", "H", "H", "H", "H", "H", "H"],
  "xyz": [[-2.30489, 0.20588, 0.59751], [-1.26333, -0.78969, 0.40181], [-0.34306, -0.54475, -0.82594], [0.57682, 0.64222, -0.72652], [1.65363, 0.56813, 0.37630], [2.62324, -0.42818, 0.17296], [-2.74864, 0.51561, -0.25485], [-1.95723, 1.00778, 1.09476], [-1.63585, -1.81098, 0.40777], [-0.61756, -0.72477, 1.28485], [0.21251, -1.47239, -0.97083], [-1.03113, -0.33267, -1.65295], [1.03586, 0.71432, -1.72007], [0.05519, 1.59322, -0.59308], [2.16567, 1.52905, 0.33221], [1.13324, 0.49109, 1.32780], [2.44554, -1.16387, 0.74829]]
}



[4]
{
  "formula": "C11H12F3N6O8SSn",
  "method": "ωB97M-V/def2-TZVPD",
  "lumo_ev": 2.4451,
  "homo_ev": -5.9,
  "total_charge": -1,
  "gap_ev": 8.36,
  "e_tot_ev": -61740.257,
  "symbols": ["Sn", "N", "N", "C", "N", "N", "N", "O", "O", "H", "H", "H", "H", "H", "O", "S", "O", "N", "C", "O", "C", "C", "C", "C", "C", "C", "H", "H", "H", "H", "O", "F", "C", "F", "F", "C", "C", "O", "O", "H", "H", "H"],
  "xyz": [[-1.11725, -0.70213, 0.55199], [-0.97249, 1.82241, 1.17638], [-2.00529, 2.53281, 0.56867], [-2.30137, 2.15095, -0.71711], [-3.52788, 2.51098, -1.13005], [-1.33575, 1.50056, -1.33147], [-1.55758, 0.98871, -2.59975], [-0.58547, 0.51354, -3.12389], [-2.67059, 1.02760, -3.12772], [-1.03021, 1.90922, 2.18178], [-0.06219, 2.08865, 0.81120], [-2.15311, 3.49986, 0.81160], [-4.23036, 2.35408, -0.41305], [-3.77402, 2.11959, -2.02864], [3.39611, -3.69009, 0.52748], [3.40906, -2.39778, 1.14819], [4.02596, -2.27395, 2.44019], [1.91365, -1.72729, 1.17294], [1.87062, -0.64520, 0.45325], [0.85530, 0.12274, 0.32936], [3.13442, -0.29004, -0.26462], [3.37313, 0.75142, -1.14093], [4.64393, 0.85461, -1.69396], [5.63958, -0.06622, -1.37648], [5.38880, -1.11916, -0.50309], [4.12220, -1.20310, 0.03534], [2.58090, 1.44351, -1.39410], [4.86302, 1.65532, -2.38878], [6.61981, 0.03387, -1.82553], [6.15126, -1.84772, -0.26182], [-1.10848, -1.98307, -0.77702], [-1.08641, -2.00663, 3.28020], [-0.97060, -0.76876, 2.76550], [-1.97786, -0.03664, 3.33608], [0.17198, -0.24611, 3.26616], [-4.30763, -1.92297, 0.05721], [-4.22520, -0.43607, 0.30006], [-5.18698, 0.31142, 0.19396], [-3.04924, 0.03119, 0.65254], [-5.28752, -2.18948, -0.33141], [-4.12821, -2.45092, 0.99618], [-3.50806, -2.21971, -0.62686]]
}



[5]
{
  "formula": "C3H17FeN2O6",
  "method": "ωB97M-V/def2-TZVPD",
  "lumo_ev": [-3.1570, -3.1537],
  "homo_ev": [-11.4, -11.1],
  "total_charge": 1,
  "spin_multiplicity": 5,
  "gap_ev": [8.26, 7.97],
  "e_tot_ev": -53035.692,
  "symbols": ["Fe", "C", "C", "O", "H", "H", "H", "H", "H", "C", "O", "N", "N", "H", "H", "H", "H", "O", "H", "H", "O", "H", "H", "O", "H", "H", "O", "H", "H"],
  "xyz": [[-0.85751, 0.20457, -0.62386], [3.29359, 1.28066, -1.15124], [2.30062, 0.19469, -0.82598], [1.01850, 0.69526, -0.56030], [3.34104, 2.05077, -0.38393], [3.03037, 1.74970, -2.10373], [4.28543, 0.85806, -1.33144], [2.65942, -0.41172, 0.02688], [2.20256, -0.50820, -1.67131], [-0.23110, -1.41014, 2.08109], [-0.89219, -1.28005, 1.03631], [1.05000, -0.97402, 2.18475], [-0.78625, -1.91702, 3.22466], [1.53969, -1.16125, 3.04363], [1.59972, -0.63030, 1.41569], [-1.71466, -2.29068, 3.18962], [-0.26862, -1.87552, 4.08277], [-0.56092, -1.39322, -2.06432], [0.22232, -1.75237, -2.49527], [-1.30832, -1.77581, -2.53430], [-1.33255, 1.88941, -1.78599], [-2.14160, 2.40119, -1.68518], [-0.64445, 2.53127, -2.00622], [-1.86389, 1.43467, 0.94770], [-2.35637, 2.26222, 0.92859], [-1.65563, 1.28303, 1.87708], [-2.93183, -0.39474, -0.90757], [-3.68461, 0.13592, -0.62627], [-3.31275, -1.19640, -1.28186]]
}



> Which formula does entry 5 have?

C3H17FeN2O6